Record 1
{
  "formula": "C7H14ClMoN5O6Se",
  "method": "ωB97M-V with the def2-TZVPD basis set",
  "charge": 2,
  "spin_multiplicity": 3,
  "e_above_lowest_ev": 1.8199,
  "orbital_gap_ev": [6.84, 7.43],
  "homo_ev": [-15.65, -16.02],
  "species": ["Mo", "N", "C", "C", "C", "C", "N", "C", "N", "N", "C", "O", "O", "H", "H", "H", "H", "H", "H", "H", "H", "H", "H", "H", "H", "H", "H", "O", "Cl", "O", "O", "O", "Se", "C", "N"],
  "xyz": [[-3.483, -0.120, -1.230], [-1.596, -1.193, -1.297], [-0.617, -0.732, -0.276], [0.835, -0.578, -0.772], [1.878, -1.243, 0.129], [2.003, -0.660, 1.534], [2.347, 0.757, 1.571], [3.556, 1.266, 1.796], [3.684, 2.568, 2.045], [4.643, 0.498, 1.768], [-1.134, 0.575, 0.322], [-0.529, 1.217, 1.121], [-2.354, 0.945, -0.138], [-1.818, -2.180, -1.159], [-1.210, -1.129, -2.240], [-0.647, -1.460, 0.541], [1.060, 0.485, -0.884], [0.920, -1.011, -1.771], [2.844, -1.190, -0.379], [1.649, -2.307, 0.238], [2.744, -1.224, 2.104], [1.075, -0.763, 2.097], [1.561, 1.392, 1.566], [2.880, 3.150, 2.210], [4.589, 2.997, 2.140], [4.601, -0.468, 1.497], [5.545, 0.868, 2.018], [-4.131, -2.426, -0.919], [-4.937, -2.018, -2.081], [-5.710, -2.981, -2.681], [-3.894, -1.368, -2.972], [-5.621, -0.812, -1.567], [-4.242, 1.894, -2.348], [-3.491, 3.211, -1.308], [-3.000, 4.038, -0.678]],
  "forces_ev_per_a": [[-0.9, 0.2, -0.3], [0.2, 0.1, -0.3], [0.1, 0.1, 0.3], [0.0, 0.1, -0.1], [0.0, -0.1, 0.0], [0.1, -0.1, 0.1], [0.0, 0.1, 0.0], [0.0, 0.0, 0.0], [0.0, 0.0, 0.0], [0.0, 0.0, 0.0], [-0.2, 0.1, 0.1], [0.1, 0.0, 0.0], [0.3, -0.3, 0.1], [0.0, 0.0, -0.1], [0.1, 0.0, 0.0], [0.0, 0.0, 0.0], [0.0, 0.0, 0.0], [0.0, -0.1, 0.0], [0.0, 0.0, 0.0], [0.0, 0.0, 0.0], [0.0, 0.0, 0.0], [0.0, 0.0, 0.0], [0.0, 0.0, 0.0], [0.0, 0.0, 0.0], [0.0, 0.0, 0.0], [0.0, 0.0, 0.0], [0.0, 0.0, 0.0], [-0.1, -0.3, 0.0], [0.7, 0.6, 0.3], [-0.3, -0.3, -0.2], [-0.2, -0.2, 0.2], [0.0, 0.0, 0.0], [0.3, 0.0, 0.1], [0.0, -0.1, -0.1], [0.0, 0.0, 0.0]],
  "mulliken_spin": [2.044, -0.003, -0.009, -0.002, -0.001, 0.001, 0.000, 0.000, 0.000, 0.000, 0.010, 0.006, 0.014, 0.009, -0.001, -0.005, 0.000, -0.002, 0.000, 0.000, 0.000, -0.001, 0.000, 0.000, 0.000, 0.000, 0.000, 0.019, -0.016, 0.004, -0.009, -0.022, -0.045, 0.015, -0.008]
}

=====

Record 2
{
  "formula": "C4H10N2",
  "method": "ωB97M-V with the def2-TZVPD basis set",
  "charge": -1,
  "spin_multiplicity": 2,
  "e_above_lowest_ev": 2.2396,
  "orbital_gap_ev": [2.35, 8.85],
  "homo_ev": [1.23, -5.12],
  "species": ["C", "C", "N", "H", "H", "H", "H", "H", "C", "C", "N", "H", "H", "H", "H", "H"],
  "xyz": [[-1.834, 5.224, 0.000], [-0.752, 4.584, 0.515], [-0.526, 3.278, 0.251], [-2.658, 4.528, -0.118], [-1.568, 6.303, -0.279], [0.009, 5.083, 1.019], [-1.108, 2.653, -0.105], [-0.092, 2.678, 0.967], [1.160, -5.206, -1.088], [1.493, -4.266, -0.236], [0.721, -3.174, 0.243], [0.071, -5.480, -1.408], [1.968, -5.869, -1.363], [2.458, -4.042, 0.206], [-0.282, -3.386, 0.202], [0.940, -2.908, 1.194]],
  "forces_ev_per_a": [[2.1, 1.0, 0.7], [-2.2, -0.3, -1.8], [4.1, 0.3, 3.8], [-0.4, 0.9, -1.1], [-1.7, -1.4, 0.7], [1.5, 0.8, 0.5], [-4.0, -2.2, -2.8], [0.6, 0.9, 0.0], [-1.6, -1.6, -0.8], [-0.5, 3.1, 1.7], [-1.2, -1.5, -0.6], [2.3, 0.8, 0.5], [-0.2, -0.3, -0.3], [0.6, -1.0, -0.7], [0.4, 0.4, -0.1], [0.3, 0.2, 0.1]],
  "mulliken_spin": [0.028, 0.551, 0.931, -0.032, -0.044, -0.219, -0.328, -0.456, -0.375, 1.284, 0.938, 0.007, -0.062, -0.291, -0.139, -0.795]
}

=====

Record 3
{
  "formula": "C46H53FN5O2S2SiY",
  "method": "ωB97M-V with the def2-TZVPD basis set",
  "charge": -2,
  "e_above_lowest_ev": 1.1107,
  "orbital_gap_ev": 5.77,
  "homo_ev": -1.68,
  "species": ["Y", "C", "C", "C", "C", "C", "C", "C", "C", "C", "C", "C", "C", "N", "C", "C", "C", "C", "C", "C", "F", "H", "H", "H", "H", "H", "H", "H", "H", "H", "H", "H", "H", "H", "H", "H", "H", "H", "H", "H", "H", "H", "S", "C", "C", "N", "C", "S", "C", "N", "O", "C", "N", "C", "C", "O", "N", "C", "C", "C", "C", "C", "C", "C", "C", "C", "C", "C", "C", "H", "H", "H", "H", "H", "H", "H", "H", "H", "H", "H", "C", "Si", "C", "C", "C", "C", "C", "C", "C", "C", "H", "H", "H", "H", "H", "H", "H", "H", "H", "H", "H", "H", "H", "H", "H", "H", "H", "H", "H", "H", "H"],
  "xyz": [[-0.070, 0.191, 0.352], [-3.638, 1.037, 0.339], [-4.221, 0.007, -0.618], [-3.923, 0.403, -2.065], [-3.880, -1.430, -0.227], [-4.928, -2.164, 0.322], [-4.793, -3.501, 0.646], [-3.583, -4.120, 0.409], [-2.490, -3.432, -0.111], [-1.255, -4.317, -0.327], [-1.363, -5.125, -1.627], [0.139, -3.704, -0.215], [-2.622, -2.056, -0.407], [-1.524, -1.337, -0.955], [-1.335, -1.628, -2.273], [-2.266, -2.241, -3.144], [-1.977, -2.499, -4.474], [-0.744, -2.181, -5.027], [0.214, -1.605, -4.197], [-0.103, -1.363, -2.886], [0.865, -0.842, -2.077], [-3.979, 2.042, 0.080], [-2.553, 1.076, 0.274], [-3.913, 0.828, 1.373], [-5.309, 0.061, -0.502], [-2.857, 0.537, -2.235], [-4.415, 1.357, -2.276], [-4.301, -0.336, -2.773], [-5.882, -1.669, 0.477], [-5.622, -4.053, 1.074], [-3.461, -5.170, 0.660], [-1.321, -5.045, 0.489], [-1.265, -4.477, -2.500], [-2.323, -5.642, -1.693], [-0.565, -5.873, -1.667], [0.436, -3.180, -1.119], [0.864, -4.509, -0.050], [0.206, -3.019, 0.631], [-3.233, -2.522, -2.748], [-2.740, -2.963, -5.090], [-0.522, -2.381, -6.067], [1.208, -1.350, -4.544], [-0.921, 2.789, 1.149], [0.568, 3.506, 1.681], [0.599, 4.939, 1.739], [0.602, 6.091, 1.782], [1.679, 2.804, 2.063], [1.732, 1.070, 2.174], [2.843, 3.524, 2.495], [3.780, 4.101, 2.843], [-0.687, 1.567, -1.716], [0.499, 1.900, -1.832], [1.000, 2.724, -2.819], [2.433, 2.888, -2.610], [2.669, 1.875, -1.436], [3.776, 1.573, -1.052], [1.463, 1.422, -1.013], [3.241, 2.431, -3.812], [2.647, 1.764, -4.876], [3.417, 1.315, -5.943], [4.787, 1.522, -5.951], [5.386, 2.180, -4.884], [4.619, 2.632, -3.822], [2.778, 4.310, -2.190], [3.194, 4.622, -0.901], [3.421, 5.944, -0.537], [3.244, 6.961, -1.460], [2.850, 6.654, -2.757], [2.622, 5.337, -3.120], [0.425, 3.503, -3.102], [1.579, 1.591, -4.859], [2.939, 0.796, -6.766], [5.388, 1.169, -6.781], [6.458, 2.336, -4.876], [5.085, 3.133, -2.983], [3.348, 3.836, -0.174], [3.710, 6.164, 0.483], [3.401, 7.992, -1.168], [2.717, 7.445, -3.486], [2.329, 5.097, -4.137], [-1.529, -2.909, 3.061], [-0.404, -1.338, 3.071], [1.249, -2.087, 3.905], [1.927, -1.156, 4.918], [2.272, -2.389, 2.805], [0.971, -3.411, 4.631], [-1.372, -0.259, 4.412], [-0.681, 1.047, 4.823], [-2.693, 0.160, 3.754], [-1.704, -1.053, 5.682], [-1.655, -3.369, 4.045], [-2.521, -2.673, 2.671], [-1.113, -3.676, 2.406], [2.136, -0.173, 4.499], [2.886, -1.597, 5.232], [1.322, -1.026, 5.817], [2.598, -1.483, 2.291], [1.869, -3.078, 2.058], [3.165, -2.863, 3.240], [0.232, -3.300, 5.427], [1.900, -3.783, 5.089], [0.607, -4.183, 3.949], [-0.438, 1.660, 3.955], [0.241, 0.884, 5.381], [-1.362, 1.626, 5.466], [-2.495, 0.874, 2.951], [-3.339, 0.666, 4.486], [-3.253, -0.682, 3.338], [-0.806, -1.390, 6.203], [-2.317, -1.931, 5.469], [-2.269, -0.419, 6.382]],
  "forces_ev_per_a": [[-0.4, 0.5, -0.1], [-0.1, 0.0, 0.1], [0.1, 0.0, 0.0], [0.0, 0.0, 0.0], [0.1, 0.0, 0.0], [0.0, 0.0, 0.0], [0.0, 0.0, 0.0], [0.0, 0.0, 0.0], [0.0, 0.1, 0.0], [0.0, 0.0, 0.0], [0.0, 0.0, -0.1], [-0.1, 0.0, 0.1], [-0.1, 0.0, 0.0], [0.0, -0.1, 0.1], [0.0, -0.1, -0.1], [0.0, 0.1, 0.0], [0.0, 0.0, 0.0], [0.0, 0.0, 0.0], [0.0, 0.0, 0.0], [0.0, 0.1, -0.1], [0.1, -0.2, 0.1], [0.0, 0.0, 0.0], [0.0, 0.0, -0.1], [0.0, 0.0, -0.1], [0.0, 0.0, 0.0], [0.0, 0.0, 0.0], [0.0, 0.0, 0.0], [0.0, 0.0, 0.0], [0.0, 0.0, 0.0], [0.0, 0.0, 0.0], [0.0, 0.0, 0.0], [0.0, 0.0, 0.0], [0.0, 0.0, 0.0], [0.0, 0.0, 0.0], [0.0, 0.0, 0.0], [0.0, 0.1, -0.1], [0.0, 0.0, 0.0], [0.0, 0.0, 0.0], [0.0, 0.0, 0.0], [0.0, 0.0, 0.0], [0.0, 0.0, 0.0], [0.0, 0.0, 0.0], [0.1, -0.2, 0.1], [0.2, -0.2, 0.0], [0.0, 0.1, 0.0], [0.0, 0.0, 0.0], [-0.2, 0.0, 0.0], [0.4, 0.1, 0.1], [-0.1, 0.0, 0.0], [0.0, 0.0, 0.0], [0.1, -0.1, 0.0], [0.0, 0.0, -0.1], [0.0, 0.0, 0.1], [-0.1, 0.0, 0.0], [-0.1, 0.0, 0.0], [0.0, 0.0, 0.1], [0.2, 0.0, -0.1], [0.0, 0.0, 0.0], [0.0, 0.0, 0.0], [0.0, 0.0, 0.0], [0.0, 0.0, 0.0], [0.0, 0.0, 0.0], [0.0, 0.0, 0.0], [0.0, 0.0, 0.0], [0.0, 0.0, 0.0], [0.0, 0.0, 0.0], [0.0, 0.0, 0.0], [0.0, 0.0, 0.0], [0.0, 0.0, 0.0], [0.0, 0.0, 0.0], [0.0, 0.0, 0.0], [0.0, 0.0, 0.0], [0.0, 0.0, 0.0], [0.0, 0.0, 0.0], [0.0, 0.0, 0.0], [0.0, 0.0, 0.0], [0.0, 0.0, 0.0], [0.0, 0.0, 0.0], [0.0, 0.0, 0.0], [0.0, 0.0, 0.0], [0.0, 0.0, 0.0], [0.0, -0.1, -0.1], [-0.1, 0.0, 0.1], [0.0, 0.0, 0.0], [0.0, 0.0, 0.0], [0.0, 0.0, 0.0], [0.0, 0.0, 0.0], [0.0, 0.0, 0.0], [0.0, 0.0, 0.0], [0.0, 0.0, 0.0], [0.0, 0.0, 0.0], [0.0, 0.0, 0.0], [0.0, 0.0, -0.1], [0.0, 0.0, 0.0], [0.0, 0.0, 0.0], [0.0, 0.0, 0.0], [0.0, 0.0, 0.0], [0.0, 0.0, 0.0], [0.0, 0.0, 0.0], [0.0, 0.0, 0.0], [0.0, 0.0, 0.0], [0.0, 0.0, 0.0], [0.0, 0.0, 0.0], [0.0, 0.0, 0.0], [0.0, 0.0, 0.0], [0.0, 0.0, 0.0], [0.0, 0.0, 0.0], [0.0, 0.0, 0.0], [0.0, 0.0, 0.0], [0.0, 0.0, 0.0], [0.0, 0.0, 0.0]],
  "lowdin_charge": [1.176, -0.086, -0.357, -0.061, -0.130, -0.058, -0.101, -0.076, -0.146, -0.359, -0.060, -0.073, -0.198, -0.027, -0.284, -0.053, -0.120, -0.127, -0.030, -0.231, 0.009, 0.087, -0.036, 0.069, 0.115, 0.055, 0.077, 0.070, 0.101, 0.090, 0.110, 0.115, 0.062, 0.073, 0.073, 0.061, 0.084, 0.019, 0.113, 0.092, 0.082, 0.110, 0.593, -0.763, -0.311, 0.134, -0.743, 0.568, -0.307, 0.138, -0.071, -0.597, 0.166, -0.269, -0.438, 0.084, 0.042, -0.143, -0.027, -0.096, -0.114, -0.086, -0.019, -0.142, -0.001, -0.067, -0.097, -0.097, -0.043, 0.153, 0.106, 0.094, 0.089, 0.095, 0.123, 0.099, 0.099, 0.094, 0.092, 0.116, -0.247, 0.661, -0.656, -0.136, -0.146, -0.138, -0.656, -0.121, -0.144, -0.121, 0.008, 0.007, 0.002, 0.020, 0.073, 0.056, 0.024, 0.050, 0.074, 0.060, 0.071, 0.063, 0.030, 0.058, 0.075, 0.026, 0.079, 0.060, 0.054, 0.061, 0.070]
}

=====

E list, top to bottom, in Eh: -3929.3418, -267.7637, -3433.2671